Molecular formula: C3H10N2S2
Method: DFT, the ωB97M-V functional and the def2-TZVPD basis

```
17
Properties=species:S:1:pos:R:3:forces:R:3
N -1.1841 -0.5228 -2.1172 -0.2 -2.6 0.1
C -0.1907 -1.1473 -1.1016 -2.2 1.8 -1.9
C -0.0068 0.0210 -0.0470 2.6 0.7 1.9
N -1.1032 0.1543 0.9115 -0.8 -1.8 0.7
C 1.3037 -0.3405 0.7689 -0.3 -2.5 0.2
S 1.9551 0.7596 2.0698 -1.5 0.8 -1.5
S 0.7239 2.6201 2.1661 0.5 0.1 2.5
H -0.9525 0.3476 -2.5679 0.7 0.0 0.2
H -1.3832 -1.2290 -2.8633 0.2 1.0 0.9
H 0.6607 -1.5622 -1.7166 -0.2 0.8 1.4
H -0.7425 -2.0262 -0.6564 0.6 1.1 -0.2
H 0.3871 1.0489 -0.4385 -1.7 -1.7 -0.1
H -1.4724 1.0369 1.2863 0.9 -0.7 -0.7
H -1.1767 -0.6477 1.6339 0.4 2.1 -1.8
H 2.1274 -0.5234 0.0924 0.2 0.3 -0.4
H 1.1213 -1.4102 1.1741 0.1 1.7 0.1
H -0.0671 3.4210 1.4056 0.5 -1.1 -1.5
```
Positions in Å, forces in eV/Å.

Its multiplicity is 1. Its gap between HOMO and LUMO is 7.36 eV. Its SMILES is NC[C@@H](N)CSS. For the energy above the lowest of the compared OMol25 structures with the same formula, charge and spin, the calculation gives 70.63 kcal/mol.

---

Molecular formula: C12H21N5OPdSeSi
Method: DFT, the ωB97M-V functional and the def2-TZVPD basis

```
42
Properties=species:S:1:pos:R:3:forces:R:3
Pd -0.3425 -0.2238 0.0110 -0.2 0.5 -0.2
N 3.0653 -0.9989 -2.3533 0.0 -0.1 0.0
C 2.0400 -1.0911 -1.5202 -0.1 0.1 -0.1
O 1.0244 -0.3764 -1.6850 0.2 -0.1 0.2
C 2.0787 -2.0842 -0.3907 0.0 0.0 0.1
C 1.4715 -1.4993 0.8552 0.1 -0.2 0.1
H 3.0085 -0.3758 -3.1449 0.0 0.0 0.0
H 3.8676 -1.6003 -2.2695 0.0 0.0 0.0
H 3.0940 -2.4496 -0.2051 0.0 0.0 0.0
H 1.4948 -2.9433 -0.7327 0.0 0.0 0.0
H 2.0147 -0.6879 1.3280 0.0 0.1 0.0
H 1.0628 -2.2061 1.5666 -0.1 0.0 0.0
N 0.4957 3.9300 0.4646 0.1 0.0 0.1
C 1.8133 3.5788 0.6618 -0.1 0.0 -0.1
C 1.8421 2.2210 0.6462 -0.1 0.0 0.1
N 0.5616 1.7456 0.4741 0.3 -0.1 -0.1
C -0.2211 2.7971 0.3632 -0.2 0.0 0.0
C -1.6457 2.6145 0.1272 0.2 0.1 0.0
N -2.1373 1.4066 -0.0442 -0.1 -0.1 0.1
C -3.4882 1.5694 -0.2485 0.1 -0.1 0.0
C -3.8011 2.8916 -0.2021 0.1 0.1 0.0
N -2.6159 3.5451 0.0416 -0.1 0.0 0.0
H 0.1533 4.8753 0.4107 0.0 0.0 0.0
H 2.5899 4.3121 0.7905 0.0 0.0 0.0
H 2.6887 1.5698 0.7751 0.0 0.0 0.0
H -4.1491 0.7386 -0.4242 0.0 0.0 0.0
H -4.7334 3.4161 -0.3155 0.0 0.0 0.0
H -2.5192 4.5418 0.1474 0.0 0.0 0.0
C -3.3609 -4.8026 0.1588 0.1 -0.2 0.0
Si -4.1004 -3.1830 -0.2617 0.2 0.1 0.0
C -4.8604 -2.2538 1.1205 -0.1 0.1 0.2
C -4.8467 -2.9858 -1.9145 -0.1 0.0 -0.2
Se -1.9235 -1.8766 -0.4750 -0.1 -0.3 0.0
H -4.1636 -5.5391 0.2745 0.0 0.0 0.0
H -2.8191 -4.7523 1.1042 0.0 -0.1 0.0
H -2.6971 -5.1642 -0.6274 0.0 0.0 0.0
H -5.7612 -2.7908 1.4395 0.0 0.0 0.0
H -5.1634 -1.2509 0.8183 0.0 0.0 0.1
H -4.1984 -2.1920 1.9854 0.0 0.0 0.0
H -5.7754 -3.5675 -1.9366 0.0 0.0 0.0
H -4.2031 -3.3640 -2.7091 0.0 0.0 0.0
H -5.1009 -1.9445 -2.1146 0.0 0.0 -0.1
```
Positions in Å, forces in eV/Å.

Its total charge is +2. Its multiplicity is 5. Its gap between HOMO and LUMO (spin up / spin down) is 8.64 / 5.15 eV. As for the expectation value of S²: 6.02. For the energy above the lowest of the compared OMol25 structures with the same formula, charge and spin, the calculation gives 20.29 kcal/mol.

---

Molecular formula: C10H12N6O4
Method: DFT, the ωB97M-V functional and the def2-TZVPD basis

```
32
Properties=species:S:1:pos:R:3:forces:R:3
N -1.8798 -4.5690 2.7990 1.1 2.2 0.1
C -1.3171 -3.5458 2.8465 -0.2 -2.6 -0.1
C -0.6464 -2.2801 2.8899 1.0 0.7 0.1
C 0.7206 -1.9745 2.8128 -1.4 -0.9 0.1
C 1.1513 -0.6150 2.7801 -2.2 0.8 -0.1
N 2.5463 -0.3112 2.6109 3.1 1.1 -0.3
O 3.3959 -1.1575 2.9568 -2.0 1.3 -0.6
O 2.8606 0.8083 2.1247 -1.0 -2.4 1.1
C 0.2274 0.4423 2.8143 1.7 -0.2 0.2
C -1.1183 0.1291 2.9125 -2.2 0.3 -0.3
C -1.5717 -1.2000 2.9414 -1.9 -0.2 -0.7
N -2.9128 -1.3337 2.8208 1.7 1.7 0.2
O -3.3646 -0.0099 2.7322 1.2 0.3 0.3
N -2.2742 0.9188 2.7841 0.7 -0.8 0.2
O -2.4751 2.1180 2.7242 0.1 -1.5 0.0
H 1.4443 -2.7833 2.7419 -0.1 0.3 0.0
H 0.5392 1.4793 2.8028 0.1 -0.2 -0.1
C 0.2153 4.3226 -1.9730 -0.4 0.7 0.7
N 0.2639 3.6947 -0.6581 -1.8 -1.2 -0.2
N 1.5367 3.6237 -0.1134 1.8 1.5 0.4
C 1.5919 3.7752 1.3244 0.2 0.0 -0.7
C 2.3961 2.6497 -0.7469 -0.1 -0.3 0.8
H -0.7033 3.9936 -2.4602 0.1 0.0 -0.2
H 0.1913 5.4216 -1.8935 0.2 -0.1 -0.2
H 1.0809 4.0212 -2.5560 -0.2 0.0 -0.1
H -0.3740 4.1155 0.0171 0.3 -0.1 -0.4
H 2.6390 3.9641 1.5968 -0.3 0.0 0.1
H 0.9740 4.6432 1.6035 0.3 -0.3 0.0
H 1.2562 2.8823 1.8792 0.0 0.2 -0.1
H 3.4427 2.9454 -0.5630 -0.3 -0.1 -0.3
H 2.2691 1.6310 -0.3237 -0.1 0.1 -0.3
H 2.1729 2.6480 -1.8198 0.3 -0.2 0.4
```
Positions in Å, forces in eV/Å.

Its multiplicity is 1. Its gap between HOMO and LUMO is 4.58 eV. Its SMILES is N#Cc1cc([N+](=O)[O-])cc2c1no[n+]2[O-].CNN(C)C. For the energy above the lowest of the compared OMol25 structures with the same formula, charge and spin, the calculation gives 11.83 kcal/mol.

---

Molecular formula: C4H4NO
Method: DFT, the ωB97M-V functional and the def2-TZVPD basis

```
10
Properties=species:S:1:pos:R:3:forces:R:3
C 1.7753 -0.4373 0.1094 4.4 1.7 -1.0
C 2.9667 -0.1332 -0.0971 -3.1 -0.9 0.7
C -0.8658 1.0197 -0.0747 -1.3 -2.3 -0.4
C 0.5447 -1.0316 0.0506 -1.2 -1.5 0.6
N -0.5943 -0.3975 -0.0421 2.0 -2.6 1.5
O 0.0654 1.7976 0.0819 4.1 3.2 0.1
H -1.4715 1.0124 -0.9136 -1.3 1.3 -3.0
H -1.6225 1.3293 0.5788 -1.8 0.0 2.2
H 0.5716 -2.1730 0.1731 -0.5 1.7 -0.4
H -1.3696 -0.9864 0.1337 -1.2 -0.7 -0.2
```
Positions in Å, forces in eV/Å.

Its total charge is +1. Its multiplicity is 1. Its gap between HOMO and LUMO (spin up / spin down) is 8.81 / 7.44 eV. For the energy above the lowest of the compared OMol25 structures with the same formula, charge and spin, the calculation gives 146.34 kcal/mol.

---

Molecular formula: C21H23AuN5O4
Method: DFT, the ωB97M-V functional and the def2-TZVPD basis

```
54
Properties=species:S:1:pos:R:3:forces:R:3
Au 0.6260 0.1462 -0.0330 0.5 -0.1 0.2
C 0.7182 -1.3545 2.8134 -0.1 0.0 0.1
N 1.3140 -1.6120 1.4926 0.0 0.1 -0.1
C 2.7780 -1.6950 1.5728 0.1 0.0 0.0
C 0.7158 -2.7593 0.8444 -0.2 0.1 -0.1
C 1.2212 -4.0384 0.9720 0.1 0.0 0.0
C 0.6540 -5.0871 0.2580 0.0 0.0 0.0
C -0.4097 -4.8528 -0.6005 0.1 0.0 0.0
C -0.9554 -3.5865 -0.6993 -0.1 0.2 0.0
C -0.4307 -2.5332 0.0575 0.2 -0.4 0.2
N -0.9020 -1.2231 0.0308 -0.4 0.2 -0.2
C -2.2041 -0.8710 -0.0637 0.1 -0.1 0.1
C -3.2622 -1.8163 0.0206 0.0 0.0 0.0
C -4.5504 -1.4546 -0.2765 0.1 0.0 0.0
C -4.8340 -0.1389 -0.6473 0.0 0.0 0.0
C -3.8386 0.8295 -0.6159 0.0 0.0 0.0
C -2.5427 0.5084 -0.2583 -0.1 0.1 0.0
N -1.5576 1.5106 -0.0262 0.0 0.0 -0.1
C -1.6289 2.0017 1.3574 -0.1 0.0 0.1
C -1.5639 2.6129 -0.9900 0.0 0.1 -0.1
H 0.9084 -2.1827 3.5036 0.1 0.0 -0.1
H 1.1414 -0.4430 3.2349 0.0 0.0 0.0
H -0.3592 -1.2317 2.7141 0.0 0.0 0.0
H 3.1092 -2.3837 2.3551 0.0 0.0 0.0
H 3.1783 -2.0207 0.6154 0.0 0.0 0.0
H 3.1797 -0.7081 1.7998 0.0 0.0 0.0
H 2.0720 -4.2263 1.6136 0.0 0.0 0.0
H 1.0720 -6.0798 0.3555 0.0 0.0 0.0
H -0.8048 -5.6572 -1.2053 0.0 0.0 0.0
H -1.7517 -3.3894 -1.4036 0.0 0.0 0.0
H -3.0419 -2.8267 0.3294 0.0 0.0 0.0
H -5.3446 -2.1857 -0.2166 0.0 0.0 0.0
H -5.8468 0.1437 -0.9013 0.0 0.0 0.0
H -4.1004 1.8570 -0.8289 0.0 0.0 0.0
H -2.5749 2.5220 1.5491 0.0 0.0 0.0
H -1.5477 1.1707 2.0590 0.0 0.0 0.0
H -0.8101 2.6988 1.5349 0.0 0.0 0.0
H -2.4328 3.2703 -0.8780 0.0 0.0 0.0
H -0.6702 3.2186 -0.8345 0.0 0.0 0.0
H -1.5354 2.2145 -2.0017 0.0 0.0 0.0
O 2.9247 4.4051 -3.3715 0.1 0.3 -0.1
C 3.3468 4.5133 -2.1364 0.0 0.0 0.2
O 3.9883 5.4419 -1.7200 0.1 0.0 0.0
C 2.9804 3.4051 -1.1895 -0.1 0.0 0.1
C 3.4226 3.3761 0.1175 0.0 0.1 -0.2
N 2.8838 2.2993 0.7042 0.1 0.0 0.0
N 2.1256 1.6082 -0.1603 -0.2 0.0 -0.1
C 2.1558 2.2742 -1.3130 0.2 0.0 -0.1
C 1.3713 1.7211 -2.4824 0.0 -0.1 0.0
O 1.5166 2.2485 -3.5808 -0.2 0.0 0.1
O 0.6251 0.7247 -2.2135 -0.1 0.1 0.1
H 2.3591 3.5997 -3.5210 0.1 -0.2 0.0
H 4.0817 4.0644 0.6214 0.0 0.0 0.1
H 3.0305 1.9712 1.6423 0.0 0.0 0.0
```
Positions in Å, forces in eV/Å.

Its total charge is +1. Its multiplicity is 3. Its gap between HOMO and LUMO (spin up / spin down) is 9.02 / 6.31 eV. As for the expectation value of S²: 2.05.

---

Molecular formula: C38H33N11S2V
Method: DFT, the ωB97M-V functional and the def2-TZVPD basis

```
85
Properties=species:S:1:pos:R:3:forces:R:3
V -0.0117 -0.8888 0.3421 0.2 -0.9 0.5
N -2.3662 -4.7127 0.7139 0.0 0.0 0.0
C -1.7864 -3.4821 0.7852 0.1 -0.1 0.1
S -0.0706 -3.4044 0.7920 -0.1 0.1 -0.1
N -2.6510 -2.4827 0.8542 -0.1 0.1 0.0
N -2.0651 -1.2611 0.8963 0.2 0.0 -0.1
C -2.8450 -0.2455 1.0777 0.1 0.2 -0.2
C -4.3193 -0.3404 1.2302 0.0 -0.1 0.0
C -4.8893 -0.5783 2.4755 0.0 0.0 0.0
C -6.2679 -0.6490 2.6130 0.0 0.0 0.0
C -7.0876 -0.4832 1.5056 0.0 0.0 0.0
C -6.5241 -0.2446 0.2599 0.0 0.0 0.0
C -5.1458 -0.1715 0.1248 0.0 0.0 0.0
C -2.1809 1.0626 1.0882 -0.1 -0.1 -0.1
C -2.8581 2.2285 1.4432 0.0 0.0 0.0
C -2.1673 3.4239 1.4917 0.0 -0.1 0.0
C -0.8126 3.4254 1.1891 0.0 0.0 0.0
C -0.2167 2.2338 0.8267 0.1 0.0 0.0
N -0.8751 1.0740 0.7505 -0.1 0.2 -0.2
H -1.7780 -5.5062 0.8926 0.0 0.0 0.0
H -3.3419 -4.7731 0.9546 0.0 0.0 0.0
H -4.2446 -0.7152 3.3353 0.0 0.0 0.0
H -6.7030 -0.8370 3.5861 0.0 0.0 0.0
H -8.1631 -0.5402 1.6128 0.0 0.0 0.0
H -7.1579 -0.1156 -0.6082 0.0 0.0 0.0
H -4.7068 0.0183 -0.8480 0.0 0.0 0.0
H -3.9086 2.1727 1.6918 0.0 0.0 0.0
H -2.6731 4.3380 1.7742 0.0 0.0 0.0
H -0.2241 4.3309 1.2361 0.0 0.0 0.0
H 0.8391 2.1833 0.5927 0.0 0.0 0.0
C 5.5531 -0.5999 -3.9087 0.0 0.0 0.0
N 4.6517 0.2482 -3.1596 0.0 0.0 0.0
C 4.9526 0.9182 -1.9861 0.0 0.0 0.0
C 3.8847 1.6725 -1.6747 0.0 0.0 0.1
N 2.9349 1.4548 -2.6585 -0.1 -0.1 -0.1
C 3.4052 0.5708 -3.5868 0.0 0.1 0.0
S 2.6670 0.0467 -5.0025 0.0 -0.1 0.0
C 1.6614 2.1034 -2.7294 0.0 0.0 0.0
C 1.6022 3.4051 -3.1969 0.0 0.0 0.0
C 0.3543 4.0022 -3.2689 0.0 0.0 0.0
C -0.7579 3.2730 -2.8836 0.0 0.0 0.0
C -0.5754 1.9792 -2.4204 0.0 0.0 0.1
N 0.6194 1.4009 -2.3288 0.1 0.0 -0.1
H 6.4990 -0.6543 -3.3753 0.0 0.0 0.0
H 5.7067 -0.1885 -4.9052 0.0 0.0 0.0
H 5.1325 -1.5979 -4.0133 0.0 0.0 0.0
H 5.8869 0.7825 -1.4727 0.0 0.0 0.0
H 3.6954 2.3108 -0.8305 0.0 0.0 0.0
H 2.5014 3.9190 -3.5070 0.0 0.0 0.0
H 0.2534 5.0176 -3.6287 0.0 0.0 0.0
H -1.7511 3.6978 -2.9317 0.0 0.0 0.0
H -1.4141 1.3813 -2.0845 0.0 0.0 0.0
N -0.1048 -1.9229 -3.7880 0.0 -0.1 -0.1
C -1.4528 -1.6554 -3.7953 0.0 0.0 0.0
C -1.7737 -1.3354 -2.5101 0.0 0.1 0.0
N -0.6480 -1.3785 -1.7303 -0.1 0.0 0.1
C 0.3326 -1.7456 -2.5252 0.0 0.1 -0.1
C 1.6580 -1.9597 -1.9908 0.1 0.0 0.0
N 1.9513 -1.5506 -0.7780 -0.3 0.4 0.0
C 3.2031 -2.0310 -0.4995 0.0 0.0 0.0
C 3.6649 -2.7383 -1.5696 0.0 0.0 0.0
N 2.6690 -2.6864 -2.5170 0.0 0.0 0.0
H 0.4801 -2.0336 -4.5995 0.1 0.1 0.0
H -2.0435 -1.7136 -4.6912 0.0 0.0 0.0
H -2.7353 -1.0936 -2.0891 0.0 0.0 0.0
H 3.6704 -1.8500 0.4530 0.0 0.0 0.0
H 4.5833 -3.2735 -1.7328 0.0 0.0 0.0
H 2.7041 -3.0865 -3.4379 0.0 0.0 0.0
C 0.2003 -0.2187 6.1146 0.0 0.0 0.0
C -0.5967 -0.8965 5.1667 0.0 0.0 0.0
C -0.2241 -0.9228 3.8517 0.0 0.0 0.0
C 0.9551 -0.2759 3.3935 0.0 0.0 0.1
C 1.2965 -0.2998 1.9990 0.0 0.1 -0.1
C 2.4742 0.3521 1.6757 -0.1 0.0 0.1
C 3.2964 1.0079 2.6238 0.0 0.0 0.0
C 2.9455 1.0358 3.9423 0.0 0.0 0.0
C 1.7556 0.3910 4.3609 0.0 0.0 0.0
C 1.3495 0.4039 5.7196 0.0 0.0 0.0
H -0.0985 -0.2024 7.1558 0.0 0.0 0.0
H -1.4968 -1.4060 5.4897 0.0 0.0 0.0
H -0.8138 -1.4650 3.1222 0.0 0.0 0.0
H 2.7916 0.3901 0.6370 0.0 0.0 -0.1
H 4.2118 1.4978 2.3018 0.0 0.0 0.0
H 3.5624 1.5415 4.6771 0.0 0.0 0.0
H 1.9717 0.9184 6.4441 0.0 0.0 0.0
```
Positions in Å, forces in eV/Å.

Its multiplicity is 4. Its gap between HOMO and LUMO (spin up / spin down) is 6.45 / 7.01 eV. As for the expectation value of S²: 3.77. For the energy above the lowest of the compared OMol25 structures with the same formula, charge and spin, the calculation gives 3.39 kcal/mol.